# 1
Molecular formula: C33H47N4O
Method: DFT, ωB97M-V/def2-TZVPD

Geometry as XYZ:
```
85
Properties=species:S:1:pos:R:3
C 1.3629 4.8006 -0.8460
N 0.5650 3.5929 -0.9191
C -0.2302 3.3651 -2.0202
O -0.5893 4.2046 -2.8298
C -0.5111 1.8757 -2.0766
C 0.3459 1.2082 -3.1599
C 1.7739 1.6541 -3.1156
C 2.1756 2.7829 -3.8468
C 3.4732 3.2623 -3.7809
C 4.4334 2.6077 -2.9831
C 4.0489 1.4408 -2.2929
C 2.7484 0.9610 -2.3915
N -0.1541 1.4653 -0.7297
C -0.3616 0.1704 -0.3091
C 0.5202 -0.5594 0.4515
C 0.0001 -1.6054 1.4044
C 0.8651 -1.7505 2.6638
C 0.4886 -2.5707 3.7575
C 1.3170 -2.6301 4.8884
C 2.4963 -1.8851 5.0008
C 2.9007 -1.1485 3.8729
C 2.1343 -1.1582 2.6966
N 0.0687 -2.9359 0.2501
C 1.1894 -3.8924 0.6526
C 0.5732 -5.3003 0.6385
C -0.9110 -5.1083 0.3397
C -1.0834 -3.7528 -0.3448
C -2.5090 -3.3115 -0.0597
N -2.9507 -2.0303 -0.6075
C -2.9713 -1.9033 -2.0869
C -3.7015 -0.5602 -2.3066
C -4.5848 -0.3756 -1.0482
C -4.3151 -1.6183 -0.1838
C 0.5277 2.5248 0.0644
C -0.1694 2.9542 1.4327
C -1.6452 3.2898 1.1510
C 0.5266 4.1734 2.0252
C -0.0842 1.8500 2.4838
H 1.9476 4.9218 -1.7696
H 0.6785 5.6533 -0.7387
H 2.0532 4.7232 -0.0024
H -1.5891 1.7327 -2.2827
H 0.2797 0.1260 -3.0706
H -0.0791 1.4875 -4.1259
H 1.4366 3.3071 -4.4639
H 3.7652 4.1589 -4.3581
H 5.4588 2.9851 -2.9308
H 4.8038 0.9082 -1.6871
H 2.4752 0.0209 -1.8967
H -1.2991 -0.3097 -0.6672
H 1.6209 -0.4660 0.2301
H -1.0869 -1.5432 1.7017
H -0.3836 -3.2297 3.6677
H 1.0764 -3.3260 5.7044
H 3.1237 -1.8919 5.9081
H 3.8576 -0.6263 3.8575
H 2.6103 -0.7695 1.7853
H 0.4049 -2.4257 -0.5756
H 1.4263 -3.6622 1.6920
H 2.0810 -3.7529 -0.0093
H 0.6953 -5.7637 1.6291
H 1.0803 -5.9311 -0.1101
H -1.4809 -5.0946 1.2825
H -1.3430 -5.9318 -0.2572
H -0.8967 -3.8810 -1.4338
H -2.6175 -3.2978 1.0576
H -3.1387 -4.1502 -0.4922
H -3.5666 -2.7127 -2.5902
H -1.9463 -1.9233 -2.4989
H -4.2942 -0.5549 -3.2266
H -2.9705 0.2602 -2.3639
H -4.2724 0.5123 -0.4895
H -5.6431 -0.2628 -1.2894
H -4.3410 -1.4376 0.8975
H -5.0783 -2.4013 -0.4070
H 1.5453 2.1539 0.3062
H -2.1940 2.4184 0.7543
H -2.1353 3.6069 2.0910
H -1.7186 4.1200 0.4308
H 1.5861 3.9528 2.2145
H 0.4312 5.0509 1.3780
H 0.0499 4.4173 2.9875
H 0.9575 1.5355 2.6322
H -0.4483 2.2412 3.4517
H -0.6855 0.9647 2.2427
```

Computed properties:
* ΔE to the lowest compared entry with this formula, charge and spin: 0.878 eV
* SMILES: CN1C(=O)[C@@H](Cc2ccccc2)N(/C=C/[C@H](c2ccccc2)[N@H+]2CCC[C@H]2CN2CCCC2)[C@@H]1C(C)(C)C
* gap between HOMO and LUMO: 7.95 eV
* calculated total energy: -1579.643123 Eh
* total charge: +1
* LUMO level: -2.7179 eV



# 2
Molecular formula: C33H48AsBN8ReSSi2
Method: DFT, ωB97M-V/def2-TZVPD

Geometry as XYZ:
```
95
Properties=species:S:1:pos:R:3
Re -0.6086 -0.5348 0.1253
C -2.3505 -2.9770 3.2746
C -1.4768 -2.7483 2.1937
N -1.4773 -1.4697 1.8269
N -2.3071 -0.8409 2.6979
C -2.8055 -1.7293 3.5381
B -2.9056 0.4942 2.2609
N -1.7247 1.5215 2.1278
C -1.5819 2.7602 2.5704
C -0.5302 3.3827 1.8585
C -0.0241 2.3893 1.0702
N -0.7651 1.2882 1.2071
N -3.5443 0.1776 0.8993
C -4.7973 -0.1901 0.6791
C -4.8744 -0.8168 -0.5556
C -3.6037 -0.7548 -1.0569
N -2.7832 -0.1611 -0.1641
H -2.5752 -3.8841 3.7863
H -0.9074 -3.5006 1.6820
H -3.5266 -1.4113 4.2550
H -3.7525 0.8820 3.0197
H -2.1863 3.1670 3.3355
H -0.1376 4.3493 1.9517
H 0.8345 2.4538 0.4186
H -5.5030 -0.0222 1.5271
H -5.7325 -1.3014 -1.0553
H -3.1901 -1.1313 -1.9577
C 1.2080 -4.1895 -0.4875
Si 2.0264 -3.0394 0.6856
C 3.8447 -3.1098 0.2586
C 1.8092 -3.9888 2.3314
C 1.3316 -1.1517 0.7644
C 2.2316 -0.5480 -0.3184
C 3.2829 0.2735 0.0310
C 4.0971 0.7032 -0.9867
C 3.7888 0.4041 -2.2923
C 2.7721 -0.4957 -2.5390
N 1.9706 -0.9315 -1.5795
Si 1.8570 -0.5606 2.5794
C 3.6121 -1.2974 2.8846
C 0.7507 -1.1118 4.0587
C 1.9867 1.2823 3.0362
H 1.6755 -5.1748 -0.2459
H 1.3499 -3.9307 -1.5493
H 0.1321 -4.4277 -0.3677
H 4.1538 -4.0942 -0.0910
H 4.4886 -2.8591 1.1193
H 4.1096 -2.3195 -0.4920
H 0.7732 -4.3756 2.5311
H 2.0502 -3.4935 3.2859
H 2.5334 -4.7745 2.0944
H 3.4745 0.6143 1.0066
H 4.8734 1.3514 -0.7527
H 4.3161 0.7575 -3.2249
H 2.6260 -0.9171 -3.5062
H 3.6132 -2.3657 2.9225
H 3.9735 -0.9019 3.8509
H 4.3040 -0.9240 2.1797
H 1.3753 -1.0857 4.9419
H 0.4609 -2.1952 4.0889
H -0.1221 -0.4490 4.1863
H 2.7302 1.1623 3.8523
H 1.1075 1.6322 3.5619
H 2.2687 1.9314 2.2094
C -1.4385 0.7918 -3.6844
As -0.8659 1.3395 -1.8914
C -2.3662 2.4833 -1.4438
C 0.6820 2.4715 -2.3147
C 0.3116 3.8234 -2.8854
C 0.3885 4.0796 -4.2743
C -0.0642 5.2909 -4.7203
C -0.5236 6.2437 -3.7970
C -0.3142 6.0440 -2.4481
C 0.0756 4.8287 -1.9567
H -1.0716 1.5736 -4.3785
H -2.5137 0.7409 -3.7710
H -1.0712 -0.1647 -3.9782
H -2.3527 3.3083 -2.1152
H -2.3707 2.8112 -0.3897
H -3.3545 2.0010 -1.5068
H 1.2479 1.8356 -2.9972
H 1.3483 2.6555 -1.5215
H 0.7330 3.2813 -4.9854
H -0.1564 5.5564 -5.8347
H -0.7939 7.2212 -4.0632
H -0.4970 6.8623 -1.7693
H 0.2530 4.7164 -0.8888
S -1.5700 -3.6627 -3.1640
C -2.4037 -3.9002 -1.7628
C -2.0223 -3.0498 -0.8464
N -1.0286 -2.2102 -1.1826
C -0.6643 -2.4145 -2.4368
H -3.2202 -4.5519 -1.7062
H -2.5221 -2.8870 0.1058
H 0.1457 -1.9110 -2.9355
```

Computed properties:
* ΔE to the lowest compared entry with this formula, charge and spin: 0.106 eV
* gap between HOMO and LUMO (alpha / beta): 8.22 / 6.57 eV
* calculated total energy: -5039.966606 Eh
* 2S+1: 4
* total charge: +2
* LUMO level (alpha / beta): -5.2514 / -6.9684 eV



# 3
Molecular formula: C33H48Cl2OP4V
Method: DFT, ωB97M-V/def2-TZVPD

Geometry as XYZ:
```
89
Properties=species:S:1:pos:R:3
P 1.6090 1.1711 -3.3672
C 3.1254 1.4872 -2.4821
C 4.0483 0.7941 -3.3094
H 3.6730 -0.0371 -3.9165
C 5.3134 1.3081 -3.5301
H 5.9236 0.8973 -4.3294
C 5.7333 2.3966 -2.7532
H 6.7190 2.8249 -2.9535
C 4.9033 2.9425 -1.7673
H 5.3004 3.7650 -1.1785
C 3.5918 2.4804 -1.5887
H 2.9433 2.8586 -0.7948
C 1.0696 -0.5236 -3.1057
C 1.7050 -1.6122 -2.4565
H 2.4195 -1.4318 -1.6421
C 1.3990 -2.9188 -2.8489
H 1.9311 -3.7797 -2.4458
C 0.4437 -3.1609 -3.8459
H 0.3119 -4.1669 -4.2638
C -0.3062 -2.1019 -4.3656
H -1.0109 -2.2553 -5.1802
C -0.0679 -0.8201 -3.8996
H -0.6709 0.0149 -4.2658
C 0.3209 2.3957 -2.9938
C 0.6087 3.1250 -4.1691
H 1.5152 2.8115 -4.7211
C -0.2286 4.1109 -4.6490
H 0.0131 4.5719 -5.6020
C -1.3612 4.4458 -3.8871
H -2.0290 5.2190 -4.2720
C -1.6311 3.7900 -2.6807
H -2.5152 4.1004 -2.1193
C -0.8036 2.7502 -2.2147
H -1.0085 2.2667 -1.2569
V 0.0006 -0.1484 2.9229
C -1.7430 -1.2074 2.1515
C -1.9469 -1.4872 0.8419
H -2.5173 -1.5530 2.8551
C -0.9916 -0.7786 -0.1514
O -1.8784 0.0607 -1.0503
H -1.3863 0.3530 -1.8542
C -0.1613 -0.1510 0.8523
H -0.4479 -1.4919 -0.8613
C 0.5590 0.7880 1.5062
Cl 1.9445 1.2255 3.9211
P -1.3251 1.9716 2.9551
P 1.6245 -1.8450 2.6895
C -0.8551 3.0247 4.3554
H 0.1659 3.3928 4.2106
H -0.8959 2.4529 5.2858
H -1.5475 3.8729 4.4032
C -1.3847 3.1737 1.5895
H -2.0709 2.8395 0.8011
H -0.3869 3.2991 1.1528
H -1.7331 4.1476 1.9628
C -3.0828 1.6019 3.2155
H -3.1939 0.8712 4.0244
H -3.5049 1.1846 2.2928
H -3.6038 2.5354 3.4720
C 2.5107 -2.0485 4.2581
H 1.8609 -2.5105 5.0073
H 2.8308 -1.0634 4.6190
H 3.3924 -2.6720 4.0716
C 0.8771 -3.4644 2.3450
H 0.4880 -3.4786 1.3181
H 0.0471 -3.6479 3.0380
H 1.6430 -4.2449 2.4569
C 2.9791 -1.7313 1.4811
H 3.3272 -0.6925 1.4103
H 2.6386 -2.0707 0.4939
H 3.8058 -2.3728 1.8230
P -3.2987 -2.5554 0.2636
C -3.8231 -3.4617 1.6842
C -2.5640 -3.5736 -0.9829
H -4.2176 -2.8054 2.4660
H -3.0212 -4.0873 2.0903
H -4.6241 -4.0918 1.2904
H -2.2379 -2.9953 -1.8533
H -3.3693 -4.2555 -1.2656
H -1.7184 -4.1488 -0.5912
C -4.5385 -1.4812 -0.3882
H -4.8843 -0.7665 0.3665
H -5.3484 -2.1608 -0.6639
H -4.1603 -0.9353 -1.2585
H 1.1611 1.4433 0.8363
Cl -0.8981 -1.9864 5.2576
C -0.5117 -0.2772 4.9270
H -1.3472 0.3185 5.2952
H 0.3750 -0.0339 5.5163
```

Computed properties:
* ΔE to the lowest compared entry with this formula, charge and spin: 5.198 eV
* gap between HOMO and LUMO (alpha / beta): 6.87 / 4.05 eV
* calculated total energy: -4590.514922 Eh
* 2S+1: 2
* total charge: +2
* LUMO level (alpha / beta): -5.4353 / -8.2628 eV



# 4
Molecular formula: C33H48FN16O4S
Method: DFT, ωB97M-V/def2-TZVPD

Geometry as XYZ:
```
103
Properties=species:S:1:pos:R:3
C 2.3255 1.4409 -4.3216
C 1.3967 1.3955 -3.3305
N 0.0930 2.0771 -3.3354
C 0.1967 3.5553 -3.5983
O -0.4207 4.2926 -2.8083
O 0.8372 4.0839 -4.5599
S -1.0705 1.3223 -4.3131
O -2.3239 1.3084 -3.5599
O -1.3055 2.0990 -5.5220
F -0.7197 -0.2388 -4.6767
H 3.4372 1.4263 -4.1477
H 1.9436 1.5582 -5.3700
H 1.6272 0.7703 -2.4305
C 1.0762 5.7156 0.2350
C 1.6295 4.5970 -0.5194
N 2.0650 3.7248 -1.1242
H 0.0551 5.9369 -0.0748
H 1.0527 5.5048 1.3033
H 1.6641 6.6247 0.0941
C -2.2491 2.9459 0.4177
C -1.6217 3.9004 1.3232
N -1.1271 4.6518 2.0381
H -1.6992 2.8632 -0.5247
H -2.2919 1.9489 0.8574
H -3.2696 3.2364 0.1711
C -1.3512 -3.9804 -4.8937
C -0.2506 -4.0076 -3.9352
N 0.6122 -4.0292 -3.1786
H -2.0454 -4.8051 -4.7282
H -1.9244 -3.0544 -4.8224
H -0.9919 -4.0602 -5.9198
C -4.5103 0.5321 3.6630
C -3.1710 0.3394 3.1211
N -2.1151 0.1876 2.6969
H -5.2509 -0.0528 3.1161
H -4.5646 0.2281 4.7092
H -4.8178 1.5776 3.6109
C -4.9817 -3.6110 5.3053
C -5.4600 -2.3260 5.8045
N -5.8367 -1.3131 6.1956
H -5.0161 -3.6557 4.2150
H -3.9503 -3.8003 5.6065
H -5.5870 -4.4365 5.6827
C -6.5401 4.3315 0.7037
C -5.9691 3.2264 -0.0611
N -5.5202 2.3591 -0.6648
H -7.5646 4.5430 0.3947
H -6.5601 4.1096 1.7716
H -5.9630 5.2478 0.5712
C -1.2119 -1.1673 5.9302
C -1.9505 -2.2593 6.5620
N -2.5272 -3.1189 7.0612
H -1.5983 -0.9439 4.9345
H -1.2744 -0.2483 6.5152
H -0.1530 -1.4088 5.8200
C -1.0406 2.5578 -9.0128
C -0.4711 1.4487 -9.7726
N -0.0230 0.5754 -10.3698
H -2.0688 2.7628 -9.3147
H -1.0523 2.3466 -7.9413
H -0.4709 3.4768 -9.1558
C -0.9014 -2.3676 -0.1755
C -1.6337 -3.4571 0.4636
N -2.2111 -4.3137 0.9663
H -1.2890 -2.1532 -1.1722
H -0.9701 -1.4455 0.4047
H 0.1576 -2.6051 -0.2844
C 1.2608 -2.7328 8.4973
C 2.0973 -2.2396 7.4063
N 2.7553 -1.8521 6.5485
H 0.2046 -2.5229 8.3203
H 1.3597 -3.8116 8.6226
H 1.5281 -2.2713 9.4487
C 4.0156 2.2263 2.0089
C 3.6018 1.2469 1.0116
N 3.2666 0.4898 0.2156
H 4.6706 1.7813 2.7597
H 4.5593 3.0523 1.5513
H 3.1601 2.6518 2.5358
C -1.7650 -3.2387 -8.9892
C -2.4835 -4.3421 -8.3547
N -3.0482 -5.2097 -7.8551
H -2.1641 -3.0201 -9.9802
H -1.8370 -2.3236 -8.3994
H -0.7052 -3.4680 -9.1073
C 6.4375 -0.9241 -1.3412
C 5.6484 -0.1900 -2.3245
N 5.0143 0.3884 -3.0872
H 5.8027 -1.5383 -0.7013
H 7.1580 -1.5874 -1.8222
H 6.9971 -0.2478 -0.6932
C 6.9692 3.3163 -1.1242
C 6.6116 3.8136 0.2009
N 6.3303 4.2047 1.2436
H 7.4904 4.0761 -1.7078
H 7.6245 2.4464 -1.0602
H 6.0838 3.0186 -1.6903
C 3.5430 -6.6564 7.1202
C 2.9418 -6.2625 8.3909
N 2.4680 -5.9527 9.3898
H 2.9413 -6.3223 6.2740
H 4.5394 -6.2290 7.0014
H 3.6406 -7.7401 7.0446
```

Computed properties:
* gap between HOMO and LUMO: 6.35 eV
* calculated total energy: -2961.207577 Eh
* total charge: -1
* LUMO level: 1.7115 eV



- calculated total energy of number 3 (C33H48Cl2OP4V)?
  -4590.514922 Eh